ORCA calculation (ωB97M-V/def2-TZVPD) on a molecular structure, C19H22CrN2O2S3.

Atoms and positions in Å:
Cr -0.5486 0.0624 0.9785
C 1.4323 -1.0487 3.4981
C 1.4997 -2.1339 2.4362
S 1.1606 -1.6010 0.7239
C 2.6145 -0.6212 0.2111
C 2.8241 0.7196 0.8952
S 1.2787 1.6977 1.1126
C 1.3843 2.2356 2.8636
C 0.3261 1.6177 3.7686
S -0.1276 -0.0958 3.3700
H 2.2691 -0.3559 3.4547
H 1.4278 -1.5170 4.4831
H 0.7576 -2.9130 2.6192
H 2.4809 -2.6120 2.4323
H 2.4597 -0.5028 -0.8619
H 3.4899 -1.2575 0.3557
H 3.4832 1.3328 0.2797
H 3.2908 0.6191 1.8713
H 1.2585 3.3184 2.8578
H 2.3972 2.0270 3.2015
H -0.6261 2.1468 3.6914
H 0.6386 1.6604 4.8128
O 2.8267 1.3087 -6.1261
C 1.5690 0.9228 -5.9931
O 0.8089 0.8231 -6.9075
C 1.0342 0.6048 -4.6009
C 1.3382 1.3812 -3.4869
C 0.6744 1.1648 -2.2886
C -0.3012 0.1732 -2.1996
C -0.5588 -0.6421 -3.3073
C 0.0942 -0.4168 -4.5020
N -1.0596 0.0092 -1.0043
C -2.3336 -0.1850 -1.1160
C -3.1158 -0.5491 0.0496
C -4.4772 -0.7743 -0.0187
C -5.1546 -1.1908 1.1249
C -4.4368 -1.3633 2.2975
C -3.0737 -1.1034 2.2998
N -2.4089 -0.6993 1.2074
H 3.3821 1.2557 -5.3447
H 2.0470 2.1963 -3.5659
H 0.8466 1.8386 -1.4564
H -1.2570 -1.4680 -3.2322
H -0.1326 -1.0229 -5.3689
H -2.8379 -0.0894 -2.0734
H -5.0021 -0.6297 -0.9547
H -6.2192 -1.3852 1.0972
H -4.9164 -1.6972 3.2071
H -2.5074 -1.2405 3.2081

Properties
spin multiplicity: 4
largest force on an atom: 0.928 eV/Å
⟨S²⟩: 3.85
DFT total energy: -88036.33021 eV
HOMO-LUMO gap (alpha / beta): 0.1643 / 0.2098 Eh
charge: +3